# 1
Below is C15H25KN5O as an isolated structure, with properties calculated with wB97M-V/def2-TZVPD.

Its orbital gap is 0.324 Eh. As for the net charge: +1. The spin multiplicity is 1.

Last column: Mulliken charge in e.
CARTESIAN COORDINATES (ANGSTROEM)
K -0.3286 -0.4580 0.8945  1.03
C 3.9647 0.8510 1.0553  -1.73
C 2.6820 0.6240 0.3110  0.93
N 2.1697 -0.5095 0.0578  -0.30
C 2.6802 -1.7713 0.5666  -0.52
C 2.0299 -2.9550 -0.1871  -1.27
N 0.5880 -2.9554 -0.3770  -0.19
C -0.3025 -3.3046 0.7111  -0.83
C -1.7890 -3.1423 0.2918  -0.67
N -2.0719 -1.9193 -0.4828  -0.22
C -3.2353 -1.1090 -0.1093  -0.99
C -3.2307 0.2491 -0.8283  -0.74
N -2.0366 1.0069 -0.4763  -0.13
C -1.6309 1.9881 -1.1726  0.25
C -2.3679 2.5729 -2.3417  -1.53
C -0.2348 2.5012 -0.8527  0.80
C 0.1885 3.8142 -1.0251  -0.89
C 1.5133 4.1120 -0.7362  -0.56
C 2.3759 3.1134 -0.3010  -0.73
C 1.8729 1.8261 -0.1642  0.42
N 0.5985 1.5579 -0.4335  -0.07
H 4.0810 0.1154 1.8502  0.42
H 4.0147 1.8446 1.4952  0.47
H 4.8165 0.7399 0.3797  0.35
H 2.4612 -1.8251 1.6418  0.34
H 3.7667 -1.8664 0.4677  0.47
H 2.3161 -3.8831 0.3135  0.46
H 2.4784 -2.9939 -1.1817  0.43
H 0.2811 -2.1439 -0.8922  0.31
H -0.0951 -2.7701 1.6582  0.24
H -0.1590 -4.3584 0.9626  0.45
H -2.4055 -3.1458 1.1932  0.36
H -2.0699 -4.0275 -0.2816  0.39
H -2.1004 -2.1329 -1.4705  0.23
H -3.1979 -0.9381 0.9717  0.41
H -4.1908 -1.6129 -0.3005  0.42
H -4.1395 0.7959 -0.5585  0.41
H -3.2787 0.0820 -1.9114  0.44
H -2.4079 1.8385 -3.1504  0.36
H -1.8854 3.4639 -2.7343  0.41
H -3.3959 2.8190 -2.0737  0.36
H -0.4887 4.5855 -1.3644  0.41
H 1.8770 5.1239 -0.8548  0.45
H 3.4125 3.3361 -0.0898  0.37
O -0.8985 0.1200 3.5169  -0.55
H -0.6029 -0.0094 4.4273  0.26
H -1.6245 0.7503 3.5857  0.25

# 2
Below is C35H52Cl2N6O6S5SiTi as an isolated structure, with properties calculated with wB97M-V/def2-TZVPD.

Its orbital gap (alpha / beta) is 0.169 / 0.209 Eh. As for the net charge: -1. The spin multiplicity is 2.

Last column: Mulliken charge in e.
CARTESIAN COORDINATES (ANGSTROEM)
Ti 0.2093 -0.1954 -0.6002  -0.82
C 4.4906 -1.6459 3.0739  -0.78
N 3.2520 -1.4626 3.7991  0.46
C 3.0224 -1.7713 5.1251  -0.95
C 1.7611 -1.4228 5.4016  -0.39
N 1.2005 -0.8993 4.2390  0.64
C 2.1368 -0.9208 3.2231  -0.92
S 2.1761 -0.3411 1.6507  0.19
C -0.1627 -0.5061 4.1783  0.22
C -0.7599 0.0568 5.3016  -1.06
C -2.1069 0.3641 5.2329  -0.69
C -2.8015 0.0613 4.0743  -1.16
C -2.1014 -0.5155 3.0284  -0.42
N -0.7980 -0.7663 3.0667  0.76
H 5.1464 -2.2973 3.6484  0.32
H 4.9772 -0.6844 2.9023  0.27
H 4.2764 -2.0882 2.1020  0.32
H 3.7703 -2.2261 5.7510  0.47
H 1.1898 -1.5323 6.3057  0.50
H -0.1817 0.2692 6.1913  0.60
H -2.6097 0.8250 6.0727  0.40
H -3.8586 0.2731 3.9785  0.49
H -2.5943 -0.8192 2.1153  0.58
Cl -4.3989 -0.0301 -2.1882  -0.29
C -3.7157 0.9991 -0.9685  0.57
C -4.5031 1.9546 -0.3424  -0.48
C -3.9469 2.7711 0.6229  0.76
Cl -4.9668 3.9670 1.3884  -0.33
C -2.5982 2.6668 1.0072  0.48
C -1.9353 3.4911 1.9551  -1.77
C -0.5929 3.2176 2.2341  -1.39
C 0.0664 2.1788 1.6192  -0.83
N -0.5220 1.3749 0.6850  1.85
C -1.8390 1.6473 0.3831  -0.02
C -2.3773 0.8250 -0.6197  -0.81
O -1.5739 -0.0693 -1.1616  -0.04
H -5.5445 2.0526 -0.6154  0.48
H -2.4604 4.3038 2.4358  0.38
H -0.0524 3.8280 2.9479  0.50
H 1.0937 1.9590 1.8614  0.27
S 2.2969 -1.6226 -1.4624  -0.13
S 2.7785 -1.2007 -3.4120  -0.19
S 2.1161 0.7573 -3.6588  -0.16
S 0.1773 0.5994 -3.0466  -0.09
C -3.0577 -3.6470 -3.4130  -1.73
C -1.6823 -3.8913 -2.8043  1.76
C -0.6683 -2.9309 -3.3981  -1.30
C -1.2455 -5.3379 -3.0356  -1.67
O -1.8351 -3.6708 -1.3925  0.73
Si -0.7965 -3.3665 -0.1662  -2.77
O -0.1444 -1.8896 -0.1139  2.26
O -1.6940 -3.5719 1.2013  1.13
C -2.9379 -4.2497 1.4159  1.90
C -4.0972 -3.4510 0.8097  -1.45
C -3.1082 -4.3481 2.9295  -1.66
C -2.9075 -5.6560 0.8101  -1.51
O 0.3040 -4.5825 -0.2759  0.16
C 1.3806 -5.0268 0.5523  1.93
C 0.9534 -6.3666 1.1497  -1.91
C 1.6804 -4.0232 1.6637  -0.88
C 2.6062 -5.2134 -0.3332  -1.69
H -3.0487 -3.8915 -4.4776  0.42
H -3.3326 -2.5976 -3.2883  0.19
H -3.8067 -4.2641 -2.9085  0.30
H -0.6670 -2.9866 -4.4878  0.49
H 0.3356 -3.1579 -3.0306  0.04
H -0.9176 -1.9164 -3.1020  0.04
H -1.0815 -5.5152 -4.1008  0.49
H -2.0091 -6.0328 -2.6718  0.39
H -0.3191 -5.5228 -2.4922  0.03
H -4.2243 -2.5004 1.3318  0.26
H -5.0279 -4.0177 0.8848  0.49
H -3.8852 -3.2453 -0.2403  0.11
H -3.0371 -3.3551 3.3730  0.15
H -2.3198 -4.9720 3.3590  0.34
H -4.0799 -4.7823 3.1774  0.34
H -2.7635 -5.5802 -0.2677  0.10
H -3.8405 -6.1847 1.0169  0.51
H -2.0720 -6.2242 1.2267  0.24
H 0.0739 -6.2204 1.7821  0.20
H 1.7588 -6.7945 1.7528  0.47
H 0.6934 -7.0627 0.3491  0.35
H 0.7794 -3.8380 2.2600  0.13
H 1.9847 -3.0786 1.2095  -0.54
H 2.4809 -4.3926 2.3107  0.85
H 2.3873 -5.9339 -1.1264  0.39
H 3.4584 -5.5725 0.2521  0.42
H 2.8645 -4.2634 -0.7965  0.13
C 0.2952 3.5637 -1.2308  -0.87
N 1.6783 3.5384 -0.7615  0.73
C 2.2453 4.8758 -0.7292  -1.42
C 2.3600 2.3527 -0.6665  0.06
O 1.7368 1.2700 -0.6746  0.24
N 3.7274 2.3276 -0.5767  0.28
C 4.6435 3.3601 -0.1104  -1.10
C 4.3993 1.0325 -0.5830  -0.70
H 0.2535 4.0414 -2.2129  0.56
H -0.3248 4.1215 -0.5237  0.40
H -0.0966 2.5726 -1.3398  -0.42
H 1.4159 5.5767 -0.7754  0.39
H 2.8975 5.0771 -1.5847  0.34
H 2.7737 5.0730 0.2008  0.44
H 4.4071 4.3542 -0.4505  0.45
H 5.6291 3.1186 -0.5044  0.35
H 4.7093 3.3596 0.9843  0.27
H 3.7194 0.2345 -0.8575  -0.13
H 4.8057 0.8086 0.4098  0.27
H 5.2121 1.0669 -1.3121  0.41

# 3
Below is C6H14FNS as an isolated structure, with properties calculated with wB97M-V/def2-TZVPD.

Its orbital gap is 0.346 Eh. The spin multiplicity is 1.

Last column: Mulliken charge in e.
CARTESIAN COORDINATES (ANGSTROEM)
C -2.3379 2.3462 0.2562  -0.96
C -2.5452 -0.0247 -0.1364  -0.40
C -1.8521 -1.2642 -0.6881  -0.74
C 1.5930 -0.2035 0.1798  0.91
C 2.5401 0.2490 -0.8883  -0.16
C 3.6372 0.9562 -0.6488  -0.69
H -3.2452 2.5902 -0.3083  0.30
H -1.6505 3.1914 0.1622  0.33
H -2.6244 2.2470 1.3179  0.33
H -0.8255 0.9915 0.1424  0.10
H -2.8368 -0.2050 0.9178  0.28
H -3.4786 0.1239 -0.6984  0.42
H -2.5325 -2.1206 -0.6919  0.36
H -1.5413 -1.0730 -1.7191  0.35
H -0.9115 -2.0427 1.3585  0.12
H 0.5878 0.2036 0.0031  -0.58
H 1.5176 -1.2983 0.1894  0.19
H 2.2701 -0.0449 -1.9029  0.27
H 4.2996 1.2648 -1.4523  0.25
H 3.9032 1.2457 0.3628  0.25
N -1.7238 1.1564 -0.3040  -0.28
F 2.0133 0.2108 1.4296  -0.32
S -0.3248 -1.7138 0.1958  -0.32

# 4
Below is a 2-piece molecular cluster, C2H9NS overall, with properties calculated with wB97M-V/def2-TZVPD.

Its orbital gap is 0.183 Eh. The spin multiplicity is 1.

Last column: Mulliken charge in e.
CARTESIAN COORDINATES (ANGSTROEM)
S -1.4184 0.7016 3.7815  -0.87
H -1.5218 -0.5904 4.5064  -0.01
C 1.2028 0.6021 -1.4063  -0.87
N -0.0711 0.4919 -0.5127  -0.17
C -0.3631 -0.9222 -0.2120  -0.89
H 1.2676 1.6459 -1.7731  0.34
H 2.0926 0.3032 -0.8972  0.36
H 0.9841 0.1317 -2.3350  0.40
H -0.8266 0.8153 -0.9800  0.31
H 0.0299 0.9895 0.4021  0.36
H -0.8081 -1.4573 -1.0538  0.36
H -1.1167 -1.2106 0.5374  0.36
H 0.5487 -1.5008 -0.0574  0.33